Entry 1:
The following is a quantum chemistry calculation of a structure of composition C37H37ClN4OPSSe2V at a distorted geometry, from the Open Molecules 2025 dataset.

```
85
Properties=species:S:1:pos:R:3:forces:R:3:mulliken_spin:R:1
V 0.354233 0.044434 -0.061243 -0.7391 -0.7485 1.2114 2.303
C 0.204127 1.262400 4.014735 0.0444 -0.0296 -0.0277 -0.009
C 0.384883 1.229372 2.529401 0.0176 0.1964 0.1505 0.037
N -0.157846 0.205640 1.815384 0.2565 0.1888 -0.9276 -0.183
N -1.220066 -0.456205 2.392751 -0.2040 -0.1294 0.1037 -0.023
C -2.159143 -0.704534 1.545017 0.0996 -0.0162 0.0389 0.012
N -3.286390 -1.369772 1.977135 -0.0185 -0.0291 0.0985 -0.007
S -2.141677 -0.181978 -0.125791 0.2949 0.0593 -0.1920 -0.041
C 1.022554 2.200762 1.813621 0.0173 -0.0440 -0.0141 -0.044
C 1.844242 3.255602 2.332914 0.1272 0.0990 0.0376 0.038
C 2.721241 3.903512 1.540999 -0.0587 -0.0020 0.1281 -0.053
C 2.852294 3.473425 0.165679 -0.0679 -0.1066 -0.1301 0.010
C 1.966645 2.634459 -0.374806 0.0737 0.0620 -0.0688 0.011
N 0.814258 2.166693 0.358073 0.0065 -0.0513 -0.0339 -0.125
H 0.310190 0.259167 4.423103 0.0101 -0.0056 0.0003 0.002
H -0.804841 1.604224 4.250564 -0.0062 -0.0237 0.0014 0.003
H 0.919352 1.926129 4.493129 -0.0074 0.0050 -0.0096 0.000
H -3.155655 -1.872240 2.841984 -0.0250 0.0004 -0.0157 0.000
H -3.783425 -1.874313 1.263187 0.0116 0.0145 0.0074 0.000
H 1.776630 3.496430 3.385756 0.0127 0.0027 -0.0031 0.000
H 3.357282 4.688274 1.924217 -0.0051 0.0017 0.0224 -0.002
H 3.690097 3.806328 -0.433461 0.0070 0.0002 -0.0009 0.000
H 2.029836 2.271494 -1.393757 0.0212 0.0354 -0.0042 -0.006
Se 2.952210 -0.374452 0.192371 0.0542 0.0472 -0.0285 -0.005
P 2.444397 -2.481427 0.018580 0.0041 0.1482 0.0164 -0.002
Se 0.315507 -2.655119 -0.236723 -0.0472 0.1039 -0.0407 0.000
C 3.056744 -3.413530 1.453114 -0.0377 0.0033 -0.0053 0.005
C 4.349611 -3.182194 1.915152 0.0405 0.0171 0.0041 -0.002
C 4.844598 -3.910739 2.983265 0.0082 0.0043 -0.0025 -0.001
C 4.049898 -4.870201 3.598206 -0.0098 -0.0042 -0.0040 0.000
C 2.759125 -5.094631 3.145445 -0.0023 -0.0013 0.0047 -0.001
C 2.259990 -4.366763 2.073784 -0.0200 -0.0036 -0.0183 0.002
C 3.350359 -3.200631 -1.388886 0.0031 -0.0111 0.0130 0.001
C 2.773005 -4.220773 -2.136079 -0.0229 -0.0186 0.0044 -0.002
C 3.464942 -4.780399 -3.200482 -0.0136 -0.0083 0.0035 -0.001
C 4.735382 -4.324810 -3.519778 0.0192 0.0139 -0.0038 0.000
C 5.313998 -3.304946 -2.775299 0.0061 -0.0109 -0.0150 -0.001
C 4.623306 -2.740827 -1.714478 -0.0090 0.0186 -0.0013 0.000
H 4.963758 -2.417543 1.454146 -0.0146 0.0025 -0.0128 0.001
H 5.848478 -3.723183 3.341447 0.0001 -0.0072 0.0065 0.000
H 4.436795 -5.435450 4.436241 -0.0025 -0.0018 0.0034 0.000
H 2.131646 -5.832366 3.628364 0.0103 -0.0042 0.0100 0.000
H 1.246314 -4.525457 1.727365 0.0047 0.0071 -0.0053 -0.002
H 1.772086 -4.557845 -1.895187 0.0046 -0.0034 -0.0042 0.000
H 3.006762 -5.569601 -3.782501 0.0050 -0.0023 -0.0031 0.000
H 5.273221 -4.760256 -4.352173 0.0051 0.0021 -0.0030 0.000
H 6.301849 -2.940309 -3.025856 0.0048 -0.0064 -0.0086 0.000
H 5.061400 -1.921476 -1.157709 -0.0130 -0.0024 0.0143 0.001
C 0.911412 -0.473046 -8.582460 -0.0016 -0.0096 -0.0138 0.000
C 0.565999 -0.326663 -7.128858 -0.0046 0.0023 -0.0027 0.007
C 1.527593 -0.512077 -6.146032 0.0114 0.0013 0.0299 -0.004
C 1.235363 -0.396281 -4.792884 -0.0285 -0.0072 -0.0561 0.010
C 2.329960 -0.650480 -3.799141 0.0038 0.0142 0.0589 0.003
C -0.091904 -0.081147 -4.428432 -0.0332 -0.0760 0.0329 0.001
C -0.486787 0.053832 -3.039720 0.0813 0.0070 0.0309 -0.007
O 0.309358 0.119411 -2.105915 0.1770 0.3568 -0.3825 0.014
C -1.089786 0.089479 -5.413667 0.0197 0.0087 -0.0182 0.012
C -2.520988 0.408430 -5.062998 -0.0440 0.0185 0.0005 0.000
C -0.738843 -0.026258 -6.745555 0.0003 0.0022 0.0293 -0.004
H 1.988883 -0.507183 -8.733610 0.0017 0.0011 -0.0007 0.000
H 0.504688 0.352533 -9.167109 -0.0011 0.0040 0.0048 0.000
H 0.485062 -1.395512 -8.981892 0.0013 -0.0007 -0.0029 0.001
H 2.541626 -0.759650 -6.437699 0.0020 -0.0041 -0.0047 0.000
H 3.225249 -0.999282 -4.312064 0.0037 -0.0117 0.0031 0.000
H 2.035308 -1.398456 -3.061940 -0.0065 -0.0051 -0.0220 0.001
H 2.578945 0.242818 -3.225322 0.0042 0.0068 -0.0129 -0.002
H -1.559277 0.098681 -2.816140 0.0211 0.0158 0.0520 0.001
H -2.977193 -0.376928 -4.458302 0.0042 -0.0035 -0.0022 0.000
H -3.110339 0.509432 -5.972228 -0.0014 -0.0014 0.0011 0.000
H -2.608770 1.342679 -4.506767 0.0059 -0.0023 0.0011 0.000
H -1.497046 0.116757 -7.506893 -0.0037 0.0001 -0.0047 0.000
Cl -1.941952 3.804221 2.527414 -0.0209 -0.0051 0.0357 0.000
C -1.029862 4.873849 1.502348 0.0021 0.0007 -0.0021 -0.003
C -0.973783 6.211204 1.864578 -0.0056 -0.0361 0.0023 0.001
C -0.296406 7.110607 1.059890 0.0125 0.0181 -0.0299 -0.001
C 0.295891 6.675543 -0.116752 0.0091 0.0295 0.0027 0.001
C 0.228447 5.337759 -0.463333 -0.0145 -0.0503 0.0161 -0.004
C -0.407271 4.399882 0.349323 0.0189 0.0670 -0.0042 0.011
C -0.414043 2.948708 -0.038883 -0.0556 -0.1618 -0.0485 0.064
H -1.467266 6.534541 2.770361 -0.0015 0.0042 0.0046 0.000
H -0.250275 8.153796 1.343658 0.0005 0.0026 0.0019 0.000
H 0.805179 7.377158 -0.764074 0.0009 0.0035 0.0015 0.000
H 0.686868 4.996355 -1.382679 0.0033 0.0016 -0.0025 0.001
H -0.480962 2.861942 -1.127099 -0.0096 0.0086 0.0077 -0.005
H -1.265777 2.423673 0.388453 0.0014 0.0380 -0.0025 -0.016
```
Positions in Å, forces in eV/Å.

Summary:
multiplicity	3
maximum force	0.0312	Eh/bohr
⟨S²⟩	2.15
E_HOMO (spin up / spin down)	-6.31 / -6.38	eV
lowest unoccupied orbital energy (spin up / spin down)	-0.6 / -0.7	eV

Entry 2:
The following is a quantum chemistry calculation of a structure of composition C37H38AgNO3SSb2, from the Open Molecules 2025 dataset.

```
83
Properties=species:S:1:pos:R:3:forces:R:3:lowdin_charge:R:1
Ag -0.626252 -0.908666 0.163784 -0.5429 -0.1024 -0.2119 0.458
C -1.247499 -0.242769 5.218602 0.0343 0.0289 -0.0049 -0.364
Sb -0.348989 -0.485243 3.246733 -0.0858 -0.0659 0.2132 1.294
C 0.138065 1.601853 3.119784 0.0331 -0.0224 -0.0459 -0.328
C 1.537536 -1.227713 4.138274 -0.0291 0.0226 -0.0461 -0.332
C 2.683980 -0.281540 4.208539 -0.0222 -0.0144 0.0027 -0.292
C 2.797298 0.569418 5.310089 0.0014 -0.0050 0.0056 -0.081
C 3.829948 1.484982 5.432772 0.0058 -0.0096 -0.0260 -0.117
C 4.792738 1.554220 4.435319 -0.0155 0.0001 0.0164 -0.115
C 4.697405 0.712205 3.338898 0.0156 0.0063 -0.0149 -0.081
C 3.656145 -0.208060 3.189745 0.0021 -0.0127 0.0102 -0.292
C 3.578151 -1.038265 1.957552 -0.1693 0.0790 -0.0299 -0.314
Sb 2.133199 -0.234789 0.458819 0.3223 -0.2089 0.0682 1.375
C 3.150685 -1.360190 -1.058806 -0.0416 0.0535 0.0013 -0.311
C 3.266525 1.577865 0.270221 -0.0659 0.0572 -0.0256 -0.294
H -0.630343 0.413893 5.835288 -0.0123 -0.0011 0.0165 -0.016
H -1.325765 -1.222043 5.692918 -0.0090 0.0035 0.0095 -0.015
H -2.248365 0.179752 5.128101 0.0020 0.0076 -0.0202 -0.013
H 0.808450 1.897278 3.927387 0.0001 0.0004 -0.0003 -0.006
H -0.800406 2.152833 3.194930 -0.0081 -0.0029 0.0135 0.003
H 0.584945 1.832256 2.153190 -0.0213 0.0166 -0.0047 -0.028
H 1.778578 -2.133873 3.586076 0.0114 0.0010 -0.0020 0.037
H 1.225682 -1.516140 5.143536 0.0054 -0.0229 0.0009 0.045
H 2.043393 0.503617 6.088364 0.0010 0.0005 0.0013 0.102
H 3.881120 2.135930 6.297306 0.0049 -0.0003 0.0050 0.087
H 5.612129 2.259427 4.508688 0.0020 -0.0004 -0.0037 0.088
H 5.450028 0.765323 2.559333 -0.0052 0.0019 -0.0048 0.105
H 3.249473 -2.059554 2.151861 0.0272 -0.0127 0.0032 0.050
H 4.540901 -1.075039 1.445641 0.0162 0.0137 0.0140 0.052
H 4.192919 -1.040781 -1.111918 0.0060 -0.0113 0.0131 -0.003
H 2.663259 -1.221380 -2.018911 -0.0180 0.0185 -0.0200 -0.021
H 3.093330 -2.411861 -0.777045 -0.0182 -0.0035 -0.0203 0.003
H 4.217154 1.364010 -0.222964 0.0076 -0.0130 0.0188 0.002
H 3.460913 1.976348 1.266354 -0.0052 0.0066 0.0013 -0.008
H 2.690336 2.304345 -0.298708 -0.0241 -0.0312 -0.0146 -0.008
O 0.358347 -0.390896 -2.444287 0.0596 -0.1097 0.0242 -0.080
C 0.140142 0.848397 -3.105653 0.0309 0.0651 -0.0437 -0.335
C 0.312847 1.992175 -2.019795 -0.1834 -0.2819 -0.0191 -0.654
O 0.347313 3.141237 -2.475306 0.0817 0.0999 -0.0212 0.003
O 0.377716 1.585988 -0.839839 0.1093 0.2683 -0.0224 -0.150
C 1.229518 0.994327 -4.166204 -0.0312 -0.0046 -0.0307 -0.121
C 2.529934 1.268370 -3.742591 0.0108 0.0303 0.0231 -0.013
C 3.580603 1.315615 -4.640806 -0.0102 -0.0156 -0.0191 -0.083
C 3.353812 1.087796 -5.994687 -0.0183 0.0024 0.0110 -0.117
C 2.068298 0.809339 -6.427760 0.0096 -0.0005 0.0029 -0.100
C 1.015312 0.761207 -5.518724 -0.0021 -0.0474 0.0062 -0.028
C -1.273637 0.939354 -3.650004 -0.0612 0.0398 0.0511 -0.144
C -2.230152 -0.007886 -3.301888 0.0570 -0.0035 -0.0029 -0.030
C -3.538927 0.104486 -3.758631 -0.0103 -0.0018 -0.0431 -0.087
C -3.909342 1.166035 -4.566180 0.0197 0.0068 0.0131 -0.114
C -2.963645 2.132250 -4.897628 0.0112 -0.0079 0.0058 -0.096
C -1.662139 2.025234 -4.438028 -0.0053 0.0113 -0.0431 -0.043
H 0.202431 -1.120856 -3.055820 -0.0176 0.0056 -0.0259 0.111
H 2.710303 1.451301 -2.690218 0.0070 0.0075 0.0160 0.111
H 4.580559 1.532832 -4.284632 0.0047 0.0001 -0.0033 0.096
H 4.173102 1.124493 -6.702922 0.0101 0.0053 0.0054 0.087
H 1.877767 0.624371 -7.478707 -0.0052 -0.0032 0.0000 0.091
H 0.017122 0.536548 -5.872101 -0.0226 0.0116 0.0046 0.111
H -1.974264 -0.804458 -2.614740 -0.0079 -0.0135 -0.0143 0.099
H -4.271822 -0.630493 -3.449925 0.0059 -0.0017 0.0188 0.103
H -4.931546 1.258745 -4.914159 -0.0026 -0.0025 -0.0050 0.087
H -3.246869 2.984010 -5.505499 -0.0061 0.0040 -0.0019 0.090
H -0.936946 2.797198 -4.658521 0.0201 -0.0069 0.0090 0.116
S 0.436235 -5.970645 -0.259441 0.0016 -0.0043 -0.0006 0.287
C 0.143673 -4.343725 -0.313044 0.0436 0.0055 0.0092 -1.041
N -0.055792 -3.194825 -0.351312 0.1771 0.0299 -0.0120 -0.036
C -5.306722 -3.173971 2.544576 0.0267 -0.0131 -0.0067 -0.127
C -3.966251 -3.516966 2.253310 -0.0377 0.0087 0.0094 -0.107
C -3.194187 -2.677697 1.498822 0.0072 0.0514 -0.0012 -0.080
C -3.694257 -1.447151 0.987338 -0.0043 -0.0597 -0.0471 -0.228
C -2.843066 -0.579978 0.218888 0.3056 0.1000 0.1992 -0.164
C -3.449722 0.560316 -0.267311 -0.0101 0.0826 0.0331 -0.171
C -4.808829 0.880076 -0.030629 0.0252 -0.0102 -0.0142 -0.117
C -5.598911 0.064298 0.729219 0.0154 -0.0295 0.0079 -0.088
C -5.053713 -1.129707 1.262742 -0.0161 0.0008 -0.0176 -0.198
C -5.833770 -2.012938 2.055036 -0.0050 0.0222 -0.0179 -0.078
H -5.916469 -3.839290 3.146554 -0.0035 0.0017 0.0011 0.082
H -3.556041 -4.450854 2.619259 0.0107 0.0008 -0.0055 0.090
H -2.171659 -2.938838 1.249596 0.0041 -0.0126 0.0178 0.059
H -2.870200 1.270418 -0.851328 0.0147 -0.0101 0.0287 0.076
H -5.218311 1.794954 -0.449740 -0.0099 0.0003 0.0034 0.086
H -6.637333 0.310178 0.931490 -0.0027 0.0020 -0.0016 0.089
H -6.867155 -1.748035 2.261506 -0.0008 -0.0009 -0.0002 0.092
```
Positions in Å, forces in eV/Å.

Summary:
charge	-2
maximum force	0.0115	Eh/bohr
E_HOMO	-2.00	eV
lowest unoccupied orbital energy	4.4	eV

Question: Which value of maximum force does entry 1 give?
Answer: 0.0312 Eh/bohr

Question: Among the records above, which one has the lowest maximum force?
Answer: C37H38AgNO3SSb2

Question: Which value of maximum force does entry 1 give?
Answer: 0.0312 Eh/bohr